C57H127N6O | the ωB97M-V functional and the def2-TZVPD basis

The geometry in XYZ format:
```
191
Properties=species:S:1:pos:R:3
C 0.07 0.27 0.75
C -0.28 0.34 -0.81
C -1.57 1.18 -1.01
O 0.75 0.83 -1.69
H -0.85 0.05 1.29
H 0.33 1.29 1.02
H 0.88 -0.42 1.01
H -0.60 -0.66 -1.10
H -1.32 2.24 -1.14
H -2.34 1.15 -0.24
H -2.08 0.80 -1.90
C -2.67 -3.18 -0.01
C -1.48 -3.80 -0.71
C -0.36 -2.82 -0.92
C 0.91 -3.51 -1.57
N 2.12 -2.61 -1.81
C 3.39 -3.36 -2.12
C 4.45 -2.69 -1.26
C 3.93 -1.39 -0.70
C 2.50 -1.85 -0.55
C 1.88 -1.58 -2.86
H -2.35 -2.50 0.78
H -3.38 -3.90 0.39
H -3.18 -2.56 -0.75
H -1.66 -4.16 -1.72
H -1.03 -4.64 -0.18
H -0.02 -2.35 0.00
H -0.68 -2.02 -1.58
H 0.58 -4.04 -2.47
H 1.28 -4.35 -0.97
H 3.61 -3.34 -3.18
H 3.39 -4.43 -1.92
H 5.28 -2.62 -1.96
H 4.78 -3.45 -0.55
H 4.00 -0.59 -1.44
H 4.45 -1.25 0.25
H 1.88 -0.99 -0.27
H 2.48 -2.54 0.30
H 2.80 -1.23 -3.32
H 1.37 -0.70 -2.47
H 1.37 -2.15 -3.64
C 1.28 -0.96 -4.69
C 1.69 0.33 -5.47
C 0.46 1.23 -5.58
C -0.10 1.65 -4.19
N -0.97 2.87 -4.04
C -1.51 3.05 -2.58
C -1.43 4.53 -2.24
C -0.99 5.25 -3.46
C -0.25 4.22 -4.30
C -2.19 2.72 -4.98
H 0.79 -0.74 -3.74
H 2.14 -1.61 -4.52
H 0.54 -1.45 -5.32
H 2.12 0.06 -6.43
H 2.50 0.94 -5.07
H -0.32 0.60 -5.99
H 0.72 2.00 -6.31
H 0.77 1.94 -3.60
H -0.67 0.88 -3.66
H -2.55 2.71 -2.53
H -0.87 2.41 -1.98
H -2.38 4.86 -1.82
H -0.75 4.54 -1.39
H -1.90 5.58 -3.96
H -0.44 6.19 -3.40
H -0.33 4.55 -5.33
H 0.77 4.15 -3.90
H -1.91 3.07 -5.97
H -3.04 3.32 -4.66
H -2.49 1.69 -5.15
C -0.66 -0.31 3.10
C -2.03 -0.25 3.79
C -2.63 -1.62 4.31
C -1.72 -2.17 5.46
N -2.19 -3.56 6.05
C -3.72 -3.72 6.18
C -4.02 -4.91 5.26
C -2.76 -5.76 5.32
C -1.72 -4.65 5.08
C -1.46 -3.86 7.49
H -0.32 0.64 2.71
H -0.90 -0.92 2.23
H 0.17 -0.77 3.64
H -2.76 0.12 3.08
H -2.10 0.44 4.63
H -2.72 -2.37 3.52
H -3.64 -1.33 4.62
H -1.87 -1.47 6.28
H -0.66 -2.24 5.20
H -3.91 -4.12 7.18
H -4.26 -2.78 6.04
H -4.86 -5.45 5.68
H -4.20 -4.62 4.22
H -2.66 -6.32 6.25
H -2.68 -6.51 4.53
H -0.74 -5.04 5.36
H -1.74 -4.38 4.03
H -1.72 -4.87 7.79
H -1.94 -3.11 8.12
H -0.40 -3.60 7.45
C 1.63 5.83 1.15
C 0.80 4.98 0.25
C 1.32 3.48 -0.13
C 2.64 3.53 -0.93
N 3.25 2.17 -1.41
C 3.04 0.98 -0.40
C 4.19 1.16 0.59
C 5.41 1.53 -0.25
C 4.82 2.26 -1.49
C 2.66 1.90 -2.82
H 2.53 6.16 0.64
H 2.01 5.18 1.94
H 1.13 6.68 1.60
H 0.50 5.61 -0.59
H -0.15 4.84 0.78
H 0.49 3.12 -0.74
H 1.47 2.84 0.75
H 3.38 3.85 -0.20
H 2.71 4.27 -1.73
H 3.20 0.06 -0.96
H 2.02 0.87 -0.02
H 4.48 0.21 1.04
H 3.99 1.96 1.31
H 5.78 0.53 -0.44
H 6.18 2.12 0.26
H 5.22 1.95 -2.46
H 5.06 3.33 -1.42
H 2.99 0.91 -3.13
H 2.96 2.63 -3.58
H 1.58 1.94 -2.69
C 1.80 -0.25 2.53
C 1.60 -0.77 3.98
C 2.86 -1.21 4.82
C 3.73 -2.29 4.20
N 4.94 -2.66 5.08
C 5.92 -1.55 5.55
C 7.29 -2.12 5.72
C 7.34 -3.00 4.48
C 5.90 -3.62 4.25
C 4.44 -3.49 6.26
H 0.84 0.07 2.13
H 2.24 -1.02 1.91
H 2.33 0.70 2.57
H 1.07 -1.70 3.79
H 1.19 0.04 4.59
H 2.63 -1.45 5.86
H 3.40 -0.28 4.98
H 4.15 -1.95 3.25
H 3.12 -3.18 4.08
H 5.46 -1.16 6.46
H 5.82 -0.80 4.77
H 7.40 -2.63 6.68
H 8.03 -1.33 5.82
H 8.18 -3.69 4.60
H 7.72 -2.39 3.66
H 5.72 -4.64 4.57
H 5.63 -3.53 3.20
H 3.89 -2.90 7.00
H 5.29 -3.93 6.77
H 3.70 -4.22 5.93
C -3.39 2.63 -0.43
C -3.82 1.70 -1.63
C -5.15 2.28 -2.18
C -5.92 1.34 -3.19
N -6.64 2.16 -4.23
C -5.63 2.89 -5.15
C -6.10 2.62 -6.59
C -7.39 1.79 -6.53
C -7.37 1.16 -5.15
C -7.69 3.04 -3.53
H -4.21 2.72 0.28
H -3.27 3.62 -0.85
H -2.39 2.46 -0.03
H -3.98 0.69 -1.25
H -3.02 1.74 -2.36
H -4.90 3.25 -2.61
H -5.86 2.49 -1.38
H -6.61 0.68 -2.67
H -5.31 0.70 -3.82
H -5.72 3.96 -4.97
H -4.64 2.46 -5.00
H -6.36 3.58 -7.05
H -5.38 2.27 -7.32
H -8.28 2.41 -6.65
H -7.45 1.03 -7.30
H -8.37 0.84 -4.85
H -6.73 0.29 -5.28
H -8.38 3.58 -4.18
H -7.21 3.81 -2.93
H -8.30 2.39 -2.90
```

The multiplicity is 1. As for the LUMO energy: -0.347 hartree. Its net charge is +5. The calculation puts the electronic energy at -72085.4569 eV. The calculation puts the HOMO-LUMO gap at 8.1 eV. The energy above the lowest of the compared OMol25 structures with the same formula, charge and spin is 598.74 kcal/mol. Its HOMO energy is -17.515 eV.

Löwdin atomic charge list, values in e, 4 entries: -0.144, -0.378, -0.153, -0.355

=====

C57H137N3O13 | the ωB97M-V functional and the def2-TZVPD basis

The geometry in XYZ format:
```
210
Properties=species:S:1:pos:R:3
C 15.25 12.98 14.82
C 14.34 12.77 15.99
C 13.46 11.51 15.83
C 14.24 10.28 16.23
C 14.67 10.44 17.68
C 15.63 11.60 17.80
N 14.95 12.78 17.30
O 15.89 13.82 17.51
C 15.93 11.80 19.30
C 17.00 11.35 17.12
C 13.38 13.98 16.00
H 15.75 13.95 14.97
H 14.61 13.13 13.96
H 15.96 12.20 14.56
H 12.66 11.52 16.59
H 12.95 11.48 14.88
H 15.12 10.08 15.61
H 13.62 9.41 16.10
H 15.25 9.58 17.96
H 13.81 10.46 18.39
H 14.93 11.84 19.72
H 16.36 10.85 19.63
H 16.61 12.62 19.45
H 16.95 11.21 16.05
H 17.59 12.23 17.34
H 17.47 10.48 17.51
H 12.66 13.93 16.85
H 12.96 14.16 15.02
H 13.99 14.89 16.20
H 15.35 14.26 18.17
C 7.49 15.49 12.94
C 8.58 14.86 13.81
C 8.56 15.66 15.13
C 9.31 15.01 16.28
C 8.84 13.60 16.55
C 8.76 12.70 15.27
N 8.03 13.55 14.30
O 7.73 12.72 13.16
C 10.07 12.15 14.81
C 7.86 11.55 15.63
C 9.85 14.74 12.92
H 7.48 15.10 11.92
H 7.76 16.53 12.87
H 6.53 15.35 13.36
H 8.85 16.68 14.93
H 7.49 15.67 15.44
H 9.17 15.64 17.14
H 10.41 15.25 16.07
H 7.78 13.58 16.93
H 9.48 13.14 17.34
H 10.93 12.83 14.87
H 10.33 11.30 15.44
H 10.04 11.69 13.82
H 6.84 11.84 15.73
H 7.87 10.80 14.82
H 8.32 11.12 16.54
H 10.74 14.41 13.50
H 10.19 15.66 12.37
H 9.56 13.98 12.16
H 6.78 12.57 13.18
C 14.26 26.18 11.74
C 14.62 25.90 13.20
C 14.63 27.12 14.14
C 13.21 27.60 14.46
C 12.46 26.47 15.19
C 12.38 25.25 14.31
N 13.74 24.95 13.87
O 13.70 23.81 12.98
C 11.95 24.06 15.10
C 11.37 25.44 13.15
C 16.01 25.27 13.12
H 15.12 26.62 11.25
H 13.41 26.84 11.59
H 14.02 25.28 11.17
H 15.09 26.83 15.10
H 15.18 27.98 13.67
H 12.68 27.92 13.54
H 13.23 28.42 15.17
H 11.49 26.72 15.62
H 13.06 26.15 16.09
H 11.71 23.21 14.52
H 12.70 23.82 15.84
H 11.02 24.23 15.70
H 10.35 25.34 13.56
H 11.52 26.44 12.69
H 11.37 24.72 12.32
H 16.09 24.57 13.97
H 16.77 26.01 13.07
H 16.01 24.56 12.27
H 13.11 24.06 12.26
C 15.31 16.45 12.62
C 14.72 15.59 11.50
C 13.22 15.49 11.55
O 15.17 15.99 10.23
H 15.10 17.47 12.45
H 16.40 16.31 12.66
H 14.80 16.03 13.48
H 15.15 14.58 11.57
H 13.01 15.02 12.52
H 12.80 14.81 10.80
H 12.80 16.49 11.46
H 14.78 16.87 10.07
C 14.13 19.72 19.45
C 13.99 19.00 18.08
C 15.15 18.09 17.80
O 12.77 18.31 18.04
H 15.11 20.22 19.53
H 14.08 18.92 20.19
H 13.33 20.44 19.64
H 13.92 19.81 17.33
H 15.06 17.57 16.87
H 15.19 17.32 18.61
H 16.09 18.60 17.85
H 12.28 18.70 17.29
C 15.37 18.57 8.01
C 14.11 19.13 8.61
C 12.73 18.59 8.12
O 14.18 18.80 9.98
H 15.26 17.46 7.89
H 16.28 18.74 8.60
H 15.52 19.03 7.00
H 14.19 20.22 8.56
H 12.00 19.38 8.08
H 12.36 17.80 8.74
H 12.80 18.19 7.13
H 14.94 19.32 10.33
C 9.73 18.37 10.68
C 8.63 19.41 10.46
C 7.26 18.70 10.34
O 8.61 20.34 11.53
H 9.69 17.77 9.78
H 9.42 17.72 11.50
H 10.73 18.79 10.86
H 8.86 19.97 9.54
H 6.45 19.43 10.29
H 7.03 17.98 11.16
H 7.22 18.08 9.44
H 7.78 20.84 11.58
C 8.73 21.77 15.15
C 8.35 20.28 15.41
C 6.82 19.94 15.38
O 9.04 19.38 14.58
H 8.65 22.39 16.05
H 8.06 22.21 14.44
H 9.74 21.93 14.76
H 8.72 20.03 16.41
H 6.65 18.99 15.86
H 6.48 20.00 14.36
H 6.33 20.72 15.93
H 8.93 19.68 13.66
C 12.62 21.52 10.96
C 12.40 22.47 9.79
C 10.91 22.32 9.21
O 12.61 23.80 10.35
H 12.11 22.02 11.79
H 13.64 21.37 11.33
H 12.28 20.51 10.67
H 13.10 22.44 8.97
H 10.21 22.57 10.03
H 10.69 21.31 8.88
H 10.75 23.06 8.44
H 12.29 24.43 9.70
C 11.84 17.25 14.75
C 12.60 18.64 14.61
C 12.61 19.20 13.16
O 11.95 19.59 15.45
H 11.96 17.01 15.79
H 12.16 16.41 14.11
H 10.79 17.42 14.55
H 13.64 18.50 14.95
H 12.84 18.36 12.45
H 13.48 19.85 12.99
H 11.70 19.73 12.84
H 11.02 19.58 15.18
C 17.19 20.81 14.62
C 15.69 20.94 14.38
C 14.91 21.71 15.42
O 15.44 21.49 13.07
H 17.38 20.06 15.40
H 17.61 21.82 14.77
H 17.68 20.32 13.73
H 15.26 19.91 14.38
H 15.10 21.22 16.42
H 13.83 21.65 15.27
H 15.22 22.76 15.37
H 14.95 22.32 13.07
C 12.94 15.06 19.81
C 11.54 15.33 19.29
C 10.53 14.32 19.80
O 11.11 16.60 19.76
H 12.89 15.19 20.91
H 13.66 15.80 19.47
H 13.17 14.05 19.61
H 11.53 15.35 18.19
H 10.80 13.29 19.51
H 9.61 14.51 19.30
H 10.48 14.51 20.87
H 11.63 17.33 19.36
C 16.58 22.71 9.37
C 17.07 21.37 9.90
C 18.33 21.46 10.79
O 16.06 20.70 10.58
H 17.31 23.30 8.82
H 16.06 23.27 10.11
H 15.74 22.56 8.62
H 17.43 20.79 9.04
H 18.80 20.48 11.03
H 18.05 21.92 11.77
H 19.05 22.13 10.28
H 15.89 21.07 11.44
```

The multiplicity is 1. As for the LUMO energy: 0.010 hartree. The calculation puts the electronic energy at -92414.9532 eV. The calculation puts the HOMO-LUMO gap at 8.7 eV. The energy above the lowest of the compared OMol25 structures with the same formula, charge and spin is 0.00 kcal/mol. Its HOMO energy is -8.413 eV.

Löwdin atomic charge list, values in e, 4 entries: -0.026, -0.515, -0.123, -0.175

=====

> Look up the energy above the lowest of the compared OMol25 structures with the same formula, charge and spin of the second one.

0.00 kcal/mol